{"formula": "C33H23F3N2PtSi", "method": "the ωB97M-V functional and the def2-TZVPD basis", "symbols": ["Pt", "C", "C", "N", "C", "C", "C", "C", "C", "C", "C", "C", "C", "N", "C", "H", "H", "H", "H", "H", "H", "H", "H", "C", "C", "C", "C", "C", "C", "Si", "C", "C", "C", "C", "C", "C", "H", "H", "H", "H", "H", "H", "H", "H", "H", "H", "H", "F", "C", "F", "F", "C", "C", "C", "C", "C", "C", "C", "C", "H", "H", "H", "H"], "positions_angstrom": [[-1.80293, 1.92163, -1.04842], [-1.67705, -3.47340, -0.37883], [-2.28391, -2.25589, -0.57680], [-2.54282, -1.33678, 0.42792], [-0.28492, -1.66570, 1.41388], [-0.27326, -3.10206, 1.64422], [-0.88846, -3.94181, 0.72587], [0.37677, -3.40434, 2.87078], [0.75809, -2.36497, 3.72541], [0.27338, -1.04683, 3.55720], [0.70371, 0.12301, 4.16040], [0.09921, 1.34871, 3.82371], [-0.87582, 1.44875, 2.84427], [-1.31167, 0.38758, 2.14016], [-0.89156, -0.95626, 2.59020], [-1.78578, -4.17702, -1.19680], [-2.61012, -1.98678, -1.57607], [-0.73436, -5.01284, 0.81457], [0.62146, -4.43094, 3.11792], [1.41268, -2.57251, 4.56280], [1.53180, 0.10728, 4.85843], [0.42745, 2.25303, 4.31509], [-1.28269, 2.41789, 2.57566], [-4.41540, -2.17632, 4.91218], [-3.69707, -1.02311, 5.18184], [-2.58434, -0.70035, 4.42314], [-2.13369, -1.52209, 3.38623], [-2.83113, -2.71664, 3.17529], [-3.96573, -3.02477, 3.91811], [-2.21432, 0.36587, 0.58373], [0.60923, -1.07209, 0.46301], [1.02446, 0.28701, 0.49746], [1.91527, 0.79543, -0.43433], [2.42544, -0.00137, -1.44971], [2.08080, -1.34623, -1.47837], [1.20032, -1.86727, -0.55347], [-5.30821, -2.41602, 5.47306], [-3.99561, -0.36513, 5.98688], [-2.06699, 0.21954, 4.65365], [-2.51050, -3.44962, 2.45713], [-4.49067, -3.94768, 3.70996], [-2.69257, -1.80798, 1.31496], [0.77458, 0.92533, 1.32873], [2.24599, 1.81943, -0.32273], [3.11373, 0.40288, -2.18028], [2.52020, -2.00153, -2.21872], [0.98459, -2.92068, -0.59603], [4.11773, 3.13332, -8.06716], [4.11050, 4.11698, -7.16225], [5.29689, 4.12535, -6.54199], [3.96491, 5.27857, -7.80261], [2.99242, 3.91123, -6.16198], [1.82304, 3.25705, -6.55704], [0.84412, 3.00516, -5.62710], [1.03502, 3.40097, -4.28146], [2.20328, 4.11731, -3.91121], [3.16921, 4.36855, -4.85203], [0.12643, 3.04169, -3.29662], [-0.65876, 2.71496, -2.39307], [1.70387, 2.93831, -7.58328], [-0.06840, 2.49733, -5.90718], [2.32191, 4.45219, -2.89010], [4.07028, 4.90468, -4.58818]], "forces_ev_per_angstrom": [[0.2, -0.1, 0.3], [-0.1, 0.3, -0.2], [0.2, -0.4, -0.1], [-0.2, 0.7, 0.1], [-0.1, -0.1, 0.2], [-0.1, -0.1, -0.4], [0.2, 0.1, 0.5], [0.1, -0.2, -0.1], [0.1, 0.2, 0.0], [0.0, 0.0, 0.0], [0.0, 0.1, 0.0], [0.1, -0.1, 0.1], [0.0, 0.1, 0.0], [-0.5, 0.0, -0.1], [-0.2, -0.2, 0.1], [0.0, 0.1, -0.1], [-0.1, 0.0, 0.0], [-0.1, 0.0, 0.0], [0.0, 0.0, 0.1], [0.0, 0.0, 0.0], [0.0, 0.0, 0.0], [0.0, 0.0, 0.0], [0.0, 0.0, 0.0], [0.0, -0.1, 0.0], [0.1, 0.1, 0.0], [0.0, 0.0, -0.1], [0.0, -0.1, -0.1], [0.1, 0.1, 0.1], [0.0, 0.0, 0.0], [0.4, -0.8, 0.4], [0.2, 0.2, -0.2], [0.1, -0.1, 0.1], [-0.1, 0.0, 0.0], [0.0, 0.1, 0.0], [0.0, 0.0, 0.0], [-0.1, 0.0, 0.1], [0.0, 0.0, 0.0], [0.0, 0.0, 0.0], [0.0, 0.0, 0.0], [0.0, 0.0, -0.1], [0.0, 0.0, 0.0], [0.0, 0.1, 0.0], [0.0, 0.0, -0.1], [0.0, 0.0, -0.1], [0.0, 0.0, 0.0], [0.0, 0.0, 0.0], [-0.1, -0.1, 0.0], [0.0, 0.1, 0.0], [0.2, 0.0, -0.1], [-0.1, 0.0, -0.1], [-0.1, 0.0, 0.0], [0.0, 0.0, 0.2], [-0.1, 0.0, 0.0], [0.0, 0.0, -0.3], [-0.1, -0.1, 0.5], [0.2, 0.2, -0.1], [0.0, 0.1, 0.1], [0.1, 0.1, -0.2], [0.0, 0.3, -0.6], [0.0, 0.0, 0.0], [0.0, 0.0, 0.0], [0.0, 0.0, 0.0], [0.0, 0.0, 0.0]], "molar_mass_g_mol": 727.72, "multiplicity": 5, "energy_ev": -56830.0953, "lumo_energy_ev": [-6.867, -8.998], "homo_energy_ev": [-12.65, -13.76], "total_charge": 2, "s2": 6.170}

{"formula": "C33H24NOP", "method": "the ωB97M-V functional and the def2-TZVPD basis", "symbols": ["C", "C", "C", "C", "P", "C", "C", "C", "C", "C", "C", "C", "C", "N", "O", "C", "C", "H", "H", "H", "H", "H", "H", "H", "H", "H", "H", "H", "C", "C", "C", "C", "C", "C", "C", "C", "C", "C", "C", "C", "C", "C", "C", "C", "C", "C", "C", "H", "H", "H", "H", "H", "H", "H", "H", "H", "H", "H", "H", "H"], "positions_angstrom": [[5.18008, -4.37546, 1.73096], [4.10050, -4.18724, 2.60790], [3.04953, -3.33774, 2.23887], [3.05453, -2.68330, 0.99931], [1.60195, -1.73018, 0.43324], [0.26654, -2.89055, 0.87008], [-0.66107, -2.56019, 1.86064], [-1.72736, -3.42185, 2.14062], [-1.89126, -4.59550, 1.39626], [-0.95815, -4.92644, 0.40425], [0.12214, -4.07897, 0.14402], [1.31558, -0.24057, 1.34738], [1.59247, 0.98997, 0.78992], [1.84627, 2.06116, 0.37442], [1.64392, -1.48546, -1.04685], [4.17107, -2.81301, 0.16405], [5.21467, -3.67253, 0.52055], [5.99928, -5.04969, 1.99988], [4.07442, -4.70677, 3.56818], [2.21033, -3.19716, 2.92202], [-0.55412, -1.62345, 2.40674], [-2.42419, -3.16944, 2.94290], [-2.74555, -5.25130, 1.58643], [-1.06672, -5.85035, -0.16669], [0.84570, -4.34011, -0.63309], [0.99660, -0.27225, 2.39271], [4.21604, -2.25017, -0.77091], [6.05946, -3.79165, -0.16034], [-1.14028, 2.39232, -0.70414], [-1.07547, 3.22397, 0.46542], [-1.54630, 2.75548, 1.71038], [-1.53955, 3.58327, 2.82739], [-1.08863, 4.90940, 2.72151], [-0.62496, 5.38959, 1.48335], [-0.61241, 4.55671, 0.36979], [-0.32679, 2.54070, -1.89045], [-0.96669, 1.83088, -2.96916], [-0.54038, 1.98194, -4.27906], [0.57304, 2.79777, -4.52915], [1.28392, 3.39469, -3.47096], [0.83126, 3.26591, -2.15344], [-2.14935, 1.18305, -2.43317], [-2.24781, 1.52064, -1.03334], [-3.41352, 1.20585, -0.33968], [-4.44262, 0.51986, -0.99983], [-4.33606, 0.20623, -2.36645], [-3.18758, 0.54500, -3.09795], [-1.83917, 1.71034, 1.79914], [-1.87806, 3.18777, 3.78885], [-1.06797, 5.55162, 3.60892], [-0.26978, 6.41589, 1.39796], [-0.23733, 4.93238, -0.57804], [-1.08781, 1.46456, -5.06989], [0.92154, 2.93311, -5.55108], [2.17421, 3.99597, -3.67107], [1.40286, 3.67088, -1.31968], [-3.53614, 1.53300, 0.69218], [-5.35112, 0.26014, -0.45384], [-5.14458, -0.33032, -2.86055], [-3.06913, 0.32155, -4.15743]], "forces_ev_per_angstrom": [[-0.2, 0.2, 0.0], [0.1, 0.2, -0.4], [0.3, -0.3, 0.0], [0.4, 0.0, 0.2], [-0.4, 1.1, -0.7], [-0.3, 0.2, 0.2], [-0.2, -0.5, 0.0], [0.1, -0.1, -0.2], [0.2, 0.1, 0.0], [0.0, 0.2, 0.1], [-0.2, -0.1, 0.2], [-0.1, -0.9, 0.2], [0.5, 0.6, 0.0], [-0.6, -0.7, 0.2], [0.3, -0.3, 0.5], [0.0, -0.2, 0.1], [0.0, 0.0, 0.2], [-0.3, 0.2, -0.1], [0.0, 0.2, -0.3], [0.1, -0.1, -0.2], [-0.1, -0.3, -0.1], [0.1, -0.1, -0.3], [0.3, 0.2, 0.0], [0.0, 0.3, 0.2], [-0.2, 0.2, 0.3], [0.3, 0.1, -0.3], [-0.2, -0.3, 0.2], [-0.2, 0.0, 0.2], [0.4, 0.6, -0.1], [0.0, 0.2, 0.3], [0.1, 0.1, 0.1], [0.1, 0.1, -0.1], [0.1, -0.3, -0.3], [-0.2, -0.3, 0.3], [0.1, 0.0, 0.3], [-0.4, -0.5, -1.4], [1.2, 1.1, 0.0], [-0.3, -0.3, 0.6], [0.5, 0.1, 0.5], [-0.5, -0.1, -0.4], [0.3, 0.1, 0.2], [-1.3, -0.2, 0.9], [-0.4, -0.7, -1.2], [0.0, 0.0, 0.0], [0.1, 0.0, -0.5], [0.2, -0.1, 0.6], [0.7, 0.2, 0.5], [0.1, 0.3, 0.1], [0.2, 0.2, -0.3], [-0.1, -0.2, -0.4], [-0.1, -0.3, 0.0], [-0.2, -0.1, 0.2], [0.3, 0.3, 0.1], [-0.1, 0.0, 0.2], [-0.3, -0.3, 0.0], [-0.1, -0.1, -0.3], [-0.1, -0.2, -0.3], [0.3, 0.1, -0.2], [0.1, 0.2, 0.1], [-0.3, 0.0, 0.2]], "molar_mass_g_mol": 481.53, "multiplicity": 1, "energy_ev": -47434.7608, "lumo_energy_ev": -3.024, "homo_energy_ev": -6.30, "total_charge": 0, "de_lowest_ev": 0.6780}

{"formula": "C33H25BrInN5O2S", "method": "the ωB97M-V functional and the def2-TZVPD basis", "symbols": ["In", "Br", "C", "C", "C", "C", "O", "C", "C", "N", "C", "C", "C", "C", "C", "C", "C", "C", "N", "C", "C", "H", "H", "H", "H", "H", "H", "H", "H", "H", "H", "O", "N", "C", "C", "C", "C", "C", "S", "H", "H", "H", "H", "C", "N", "C", "C", "C", "C", "C", "N", "C", "C", "C", "C", "C", "C", "H", "H", "H", "H", "H", "H", "H", "H", "H", "H", "H"], "positions_angstrom": [[0.19903, -1.20716, 0.31709], [5.90270, 3.62143, 1.08553], [4.56944, 2.40000, 0.51175], [4.89398, 1.40590, -0.41854], [3.93827, 0.52051, -0.84492], [2.60750, 0.57013, -0.36107], [1.72417, -0.25904, -0.82996], [2.30579, 1.57818, 0.58996], [1.00201, 1.74724, 1.16238], [0.00557, 0.94805, 1.05773], [-1.18260, 1.26241, 1.75875], [-1.16451, 1.66521, 3.06488], [-2.36378, 1.96502, 3.74480], [-3.56508, 1.83736, 3.11485], [-3.62067, 1.38587, 1.77416], [-4.84184, 1.20329, 1.08427], [-4.82523, 0.73972, -0.19370], [-3.58000, 0.43982, -0.79024], [-2.42542, 0.59670, -0.19296], [-2.42939, 1.08454, 1.08252], [3.29671, 2.48994, 1.00086], [5.90496, 1.34033, -0.79889], [4.17638, -0.25015, -1.56620], [0.86246, 2.65964, 1.74847], [-0.21784, 1.72223, 3.58700], [-2.32022, 2.28879, 4.77641], [-4.49037, 2.06235, 3.63140], [-5.77383, 1.42759, 1.58960], [-5.73522, 0.57998, -0.75520], [-3.55851, 0.04337, -1.80168], [3.04145, 3.26321, 1.71561], [0.57957, -1.29108, 2.56185], [0.05051, -2.37413, 3.11640], [0.71475, -2.91753, 4.16129], [0.24375, -4.02740, 4.80537], [-0.94144, -4.60960, 4.35206], [-1.59644, -4.05419, 3.28245], [-1.10857, -2.90606, 2.64013], [-1.92794, -2.17100, 1.31674], [1.62311, -2.39562, 4.41796], [0.80052, -4.43299, 5.63691], [-1.33846, -5.49324, 4.83305], [-2.51067, -4.48290, 2.89780], [-0.86099, -1.52632, -2.92603], [-0.19622, -2.10404, -1.77472], [0.49650, -3.17232, -1.93026], [1.28315, -3.71954, -0.88705], [2.11034, -4.84043, -0.85513], [2.71745, -4.83587, 0.40561], [2.23182, -3.71107, 1.07642], [1.36339, -3.04124, 0.30161], [-2.36744, -1.64158, -2.89425], [-3.10212, -0.94757, -3.85311], [-4.48642, -0.93058, -3.80621], [-5.15708, -1.60316, -2.79051], [-4.43031, -2.29980, -1.83812], [-3.04105, -2.32466, -1.89137], [-0.47679, -1.96018, -3.85693], [-0.60696, -0.46787, -2.94341], [0.52234, -3.66867, -2.90271], [2.24667, -5.55797, -1.64977], [3.42569, -5.55151, 0.79127], [2.47841, -3.35816, 2.06695], [-2.58123, -0.39078, -4.62435], [-5.04399, -0.38204, -4.55478], [-6.23862, -1.58473, -2.74715], [-4.94138, -2.82693, -1.04165], [-2.48426, -2.85609, -1.13111]], "forces_ev_per_angstrom": [[0.0, 0.1, -0.1], [0.0, 0.0, 0.0], [0.0, 0.0, 0.0], [0.0, 0.0, 0.0], [0.0, 0.0, 0.0], [-0.1, 0.0, -0.1], [0.1, 0.1, 0.2], [0.1, 0.0, 0.0], [0.1, 0.1, 0.1], [-0.3, -0.2, -0.1], [-0.2, 0.0, -0.2], [0.0, 0.0, 0.0], [0.1, 0.0, 0.0], [0.0, 0.0, 0.0], [0.1, 0.0, 0.0], [0.0, 0.0, 0.0], [0.0, 0.1, 0.0], [0.1, 0.1, -0.1], [0.1, 0.2, 0.1], [0.1, -0.1, 0.0], [0.0, 0.0, 0.0], [0.0, 0.0, 0.0], [0.0, 0.0, 0.0], [0.0, 0.0, 0.0], [0.0, 0.0, 0.0], [0.0, 0.0, 0.0], [0.0, 0.0, 0.0], [0.0, 0.0, 0.0], [0.0, 0.0, 0.0], [0.0, 0.4, 0.4], [0.0, 0.0, 0.0], [0.0, -0.1, 0.1], [0.1, 0.1, -0.1], [-0.1, 0.0, 0.0], [0.0, 0.0, 0.0], [0.0, 0.0, 0.0], [0.0, 0.0, 0.0], [0.0, 0.0, 0.0], [0.0, 0.0, 0.1], [0.0, 0.0, 0.0], [0.0, 0.0, 0.0], [0.0, 0.0, 0.0], [0.0, 0.0, 0.0], [0.0, -0.1, 0.1], [-0.2, 0.2, 0.0], [0.0, -0.2, -0.2], [0.1, 0.0, 0.2], [0.1, 0.0, 0.1], [0.0, 0.0, 0.0], [-0.1, 0.0, -0.1], [0.1, -0.1, 0.0], [0.0, 0.1, 0.1], [0.0, -0.1, 0.0], [-0.1, -0.1, -0.1], [0.0, -0.1, -0.1], [0.0, -0.2, -0.1], [0.0, -0.2, -0.2], [0.0, -0.1, 0.1], [0.0, 0.2, -0.1], [0.0, 0.0, 0.0], [0.0, 0.0, 0.0], [0.0, 0.0, 0.0], [0.0, 0.0, 0.0], [0.0, 0.0, 0.0], [0.0, 0.0, 0.0], [0.0, 0.0, 0.0], [0.0, 0.0, 0.0], [0.0, 0.0, -0.1]], "molar_mass_g_mol": 750.39, "multiplicity": 1, "energy_ev": -132224.9922, "lumo_energy_ev": -0.106, "homo_energy_ev": -7.65, "total_charge": 0, "de_lowest_ev": 0.4334}